Molecular formula: CH4OP2
Method: DFT, ωB97M-V/def2-TZVPD

The geometry in XYZ format:
```
8
Properties=species:S:1:pos:R:3:forces:R:3:nbo_charge:R:1
C -0.1119 -0.7461 0.1037 1.2 1.9 4.7 -1.00
O -2.5617 0.7836 0.1748 -0.8 0.4 -0.7 -0.99
P -1.4833 0.5234 1.1152 1.7 -2.2 -0.3 1.31
P 1.0161 0.7755 0.1246 1.0 -1.1 -1.5 0.20
H 0.3873 -1.5335 0.7531 -1.0 0.9 -0.4 0.23
H -0.3772 -1.1501 -0.7967 -0.8 -0.7 -2.4 0.22
H 2.4027 0.3285 -0.2471 -1.4 0.1 0.6 0.02
H 0.7280 1.0188 -1.2275 0.0 0.6 -0.1 0.00
```
Forces are in eV/Å.

The value obtained for the total energy is -21725.06830 eV. For the gap between HOMO and LUMO, the calculation gives 8.40 eV. For the relative energy (zero: lowest compared OMol25 entry of this formula, charge and spin), the calculation gives 21.7 kcal per mole. For the strongest force on any atom, the calculation gives 5.1 eV/A.


Molecular formula: C3H9N2OP
Method: DFT, ωB97M-V/def2-TZVPD

The geometry in XYZ format:
```
16
Properties=species:S:1:pos:R:3:forces:R:3:nbo_charge:R:1
C -0.4375 -0.6173 0.8043 -0.7 0.0 2.7 -0.23
C 0.0062 -0.0885 -0.5342 -1.9 0.6 -0.7 -0.11
C -0.3750 1.3992 -0.7189 -3.1 -0.8 1.3 -0.60
N 0.0608 -2.0496 0.9249 -0.4 1.6 -0.9 -0.95
N 1.3696 -0.2091 -0.5998 3.8 -3.1 3.5 -0.89
O 2.3710 -1.6266 1.7412 3.5 -2.7 -1.8 -0.96
P 1.6794 -2.0379 0.3876 -0.5 1.2 -2.6 1.32
H -0.1237 0.0206 1.7606 -0.4 -1.2 -2.1 0.19
H -1.5349 -0.7265 0.8461 0.4 0.5 0.1 0.21
H -0.4318 -0.8393 -1.2065 -0.9 0.6 -0.6 0.15
H 0.1332 1.8410 0.1648 0.0 0.5 -1.1 0.22
H -1.5691 1.5055 -0.4095 2.9 0.0 -1.4 0.19
H -0.1233 1.7781 -1.7457 -0.3 -0.1 1.3 0.23
H -0.5225 -2.4922 0.2173 0.2 -0.6 0.2 0.37
H 1.8598 -0.3098 -1.4566 -0.2 0.0 -1.1 0.37
H 1.8982 -1.0336 2.1994 -2.6 3.6 3.0 0.48
```
Forces are in eV/Å.

The value obtained for the total energy is -17572.50381 eV. For the gap between HOMO and LUMO, the calculation gives 9.57 eV. For the relative energy (zero: lowest compared OMol25 entry of this formula, charge and spin), the calculation gives 39.4 kcal per mole. For the strongest force on any atom, the calculation gives 6.0 eV/A. The SMILES is C[C@@H]1CNP(O)N1.


Molecular formula: C25H45NP2RuS
Method: DFT, ωB97M-V/def2-TZVPD

The geometry in XYZ format:
```
75
Properties=species:S:1:pos:R:3:forces:R:3:lowdin_charge:R:1
Ru 0.3003 0.2300 0.2809 -0.4 -1.4 1.1 0.68
C -1.0932 -1.6921 1.2594 1.5 0.9 -0.3 -0.23
C -1.1142 -2.3255 -0.0191 1.0 -0.2 0.0 -0.22
C 1.1118 -1.9944 0.5249 -1.2 1.1 0.9 -0.30
C 0.2982 -1.4618 1.6300 -0.1 -1.8 -0.9 -0.40
C 0.2202 -2.5521 -0.4514 -1.1 0.7 0.7 -0.19
C -2.2410 -1.5672 2.1834 -0.5 0.1 0.3 -0.03
H -3.1612 -1.2670 1.6630 0.1 -0.1 0.2 0.08
H -2.0478 -0.8491 2.9899 -0.1 -0.2 -0.2 0.07
H -2.4442 -2.5351 2.6708 0.1 0.2 -0.2 0.12
C 0.7932 -1.4366 3.0342 0.2 0.1 0.2 -0.03
H 0.0226 -1.0884 3.7312 0.3 -0.2 -0.1 0.08
H 1.6619 -0.7861 3.1079 0.0 -0.1 0.3 0.04
H 1.1236 -2.4502 3.3191 -0.2 0.4 0.1 0.12
C 2.5725 -2.2010 0.5971 0.6 0.1 -0.1 -0.03
H 2.8185 -3.2519 0.8254 0.0 0.3 -0.1 0.12
H 3.0016 -1.5645 1.3797 0.0 -0.3 -0.2 0.05
H 3.0406 -1.9203 -0.3597 0.1 -0.3 0.3 0.08
C 0.6108 -3.3652 -1.6263 0.3 -0.1 -0.4 -0.02
H 0.4402 -4.4371 -1.4419 0.0 0.3 0.0 0.12
H 1.6801 -3.2442 -1.8310 -0.2 -0.1 -0.1 0.08
H 0.0458 -3.0950 -2.5318 0.2 -0.1 0.2 0.07
C -2.3308 -2.8429 -0.6743 -0.6 -0.1 -0.3 -0.02
H -2.6025 -3.8488 -0.3227 0.1 0.2 0.0 0.12
H -2.1995 -2.9142 -1.7575 0.0 -0.2 0.3 0.05
H -3.1964 -2.1951 -0.4917 0.1 -0.2 0.0 0.07
C -2.4221 1.3815 -1.9369 -0.2 -0.3 0.1 -0.12
C -3.1145 0.3462 -1.4353 0.3 0.0 -0.1 -0.10
C -4.2391 -0.2933 -2.1961 -0.6 0.0 -0.2 -0.14
C -3.8324 -1.3168 -3.3086 0.0 -0.8 0.5 -0.12
C -2.3633 -1.3989 -3.6382 -2.8 -2.2 1.0 0.06
C -1.7128 -0.3492 -4.1750 1.0 3.2 -1.6 0.05
C -2.4061 0.9418 -4.5091 0.6 0.3 -0.4 -0.11
C -2.6937 1.9159 -3.3174 -0.2 0.6 -0.1 -0.15
H -4.8694 0.4814 -2.6641 0.3 -0.1 0.2 0.13
H -4.4147 -1.0616 -4.2129 0.4 -0.1 0.0 0.15
H -4.9031 -0.8065 -1.4808 0.3 0.1 -0.4 0.13
H -3.7491 2.2339 -3.3949 0.4 -0.1 0.1 0.13
H -1.6998 1.9511 -1.3444 -0.2 -0.5 0.0 0.06
H -2.9444 -0.0486 -0.4292 0.2 0.4 -0.3 0.08
H -2.1014 2.8302 -3.4699 -0.2 -0.4 -0.1 0.12
H -1.7807 1.4778 -5.2452 -0.3 -0.3 0.3 0.13
H -0.6912 -0.4342 -4.5498 -0.3 -0.2 0.2 0.13
H -3.3709 0.7388 -5.0051 0.3 -0.2 0.1 0.14
H -4.1859 -2.3149 -3.0046 0.2 0.4 -0.2 0.13
H -1.9105 -2.3943 -3.5817 0.1 0.5 -0.1 0.13
P -0.8575 1.9267 1.4818 0.1 0.4 0.0 0.70
C -0.4290 1.8570 3.2632 0.0 0.0 0.0 -0.23
H -0.8016 2.7621 3.7589 0.0 -0.2 -0.1 0.07
H 0.6609 1.7979 3.3908 -0.5 0.0 0.0 0.02
H -0.8902 0.9755 3.7250 0.1 0.2 -0.1 0.04
C -0.4332 3.6307 0.9542 0.0 0.0 0.2 -0.25
H -0.8282 4.3451 1.6894 0.1 -0.1 -0.2 0.07
H -0.8799 3.8406 -0.0256 0.0 0.0 0.2 0.04
H 0.6560 3.7541 0.8912 -0.3 0.0 0.1 0.02
C -2.6764 1.8941 1.4673 -0.1 0.1 0.0 -0.23
H -3.0445 1.9818 0.4380 0.1 0.1 0.5 0.02
H -3.0815 2.7154 2.0734 0.1 -0.2 -0.1 0.07
H -3.0275 0.9399 1.8768 0.1 0.3 0.0 0.03
P 1.5302 0.8352 -1.6423 0.4 0.2 -0.2 0.70
C 1.5097 -0.4413 -2.9236 0.2 0.2 -0.6 -0.25
H 1.8946 -0.0120 -3.8600 0.0 -0.3 0.1 0.07
H 0.4826 -0.7917 -3.0807 0.4 0.0 0.3 0.00
H 2.1414 -1.2869 -2.6261 -0.2 0.3 -0.1 0.05
C 0.7611 2.2940 -2.4072 0.3 0.2 -0.4 -0.23
H -0.1596 1.9946 -2.9272 0.4 0.1 0.2 0.01
H 1.4636 2.7366 -3.1257 -0.2 0.0 0.1 0.07
H 0.5173 3.0338 -1.6316 0.1 -0.2 -0.3 0.04
C 3.3224 1.2449 -1.4841 -0.2 -0.1 -0.4 -0.27
H 3.7720 1.2183 -2.4856 -0.1 0.0 0.2 0.06
H 3.8350 0.5141 -0.8435 -0.2 0.2 -0.2 0.04
H 3.4626 2.2466 -1.0548 -0.1 -0.4 -0.1 0.04
S 2.1049 1.4837 1.2317 -0.3 0.2 0.5 0.63
C 3.2072 0.7244 2.2248 2.5 -0.6 1.6 -0.74
N 4.0703 0.3398 2.9337 -2.1 0.6 -1.6 0.13
```
Forces are in eV/Å.

The spin multiplicity is 5. The value obtained for the total energy is -60120.81626 eV. For the gap between HOMO and LUMO (spin up / spin down), the calculation gives 5.49 / 2.97 eV. Its net charge is +2. Its expectation value of S² is 6.0664. For the strongest force on any atom, the calculation gives 3.7 eV/A.


Molecular formula: C2H11N2O2
Method: DFT, ωB97M-V/def2-TZVPD

The geometry in XYZ format:
```
17
Properties=species:S:1:pos:R:3:forces:R:3:nbo_charge:R:1
C -0.5758 -0.3908 -0.6108 -0.2 -1.0 0.2 0.04
C -0.3164 -0.1767 0.6629 -0.2 2.3 0.1 -0.10
N 0.6874 0.9161 0.9225 0.2 -2.0 0.4 -0.71
N 0.2533 0.1576 -1.6007 0.2 0.6 -0.9 -0.89
H -1.4339 -1.0089 -0.8313 -0.1 -0.2 -0.3 0.23
H -0.9927 -0.3049 1.4817 -0.1 -0.7 0.3 0.24
H 1.4772 0.4804 1.3977 0.3 0.3 0.0 0.44
H 1.0091 1.2068 -0.0148 0.0 0.6 0.0 0.48
H 0.3274 1.6308 1.5522 0.0 0.3 -0.4 0.45
H 0.8529 -0.5014 -2.0917 0.0 -0.2 0.4 0.41
H -0.2958 0.5706 -2.3516 -0.1 0.1 0.2 0.40
H 3.4974 3.4796 0.5943 -0.1 0.0 0.0 0.48
H 2.9013 3.8471 -0.7575 -0.1 0.0 0.0 0.49
O 2.6969 3.3859 0.0639 0.0 -0.2 0.1 -0.97
H -2.8843 -5.0431 0.4173 0.0 0.1 -0.1 0.48
H -4.0014 -4.1109 0.8563 0.2 0.0 -0.2 0.47
O -3.2026 -4.1382 0.3096 -0.2 -0.1 0.3 -0.95
```
Forces are in eV/Å.

The value obtained for the total energy is -9320.49287 eV. For the gap between HOMO and LUMO, the calculation gives 10.78 eV. Its net charge is +1. For the relative energy (zero: lowest compared OMol25 entry of this formula, charge and spin), the calculation gives 41.8 kcal per mole. For the strongest force on any atom, the calculation gives 2.3 eV/A.


Molecular formula: C4H21NO5
Method: DFT, ωB97M-V/def2-TZVPD

The geometry in XYZ format:
```
31
Properties=species:S:1:pos:R:3:forces:R:3:nbo_charge:R:1
C 0.0947 -0.0767 -2.2293 -0.2 1.1 -0.1 -0.43
N 0.0553 0.2557 -0.8081 0.3 0.1 -0.6 -0.65
C -2.1016 1.5338 -0.9400 -1.1 -0.6 0.0 -0.65
C -0.6450 1.4981 -0.4670 -0.7 -0.2 0.5 -0.06
C 0.0671 2.7461 -0.9847 0.3 -0.2 0.6 -0.62
H 0.5325 -1.0617 -2.3483 0.1 0.0 -0.3 0.20
H 0.6751 0.7083 -2.7237 0.6 -0.4 0.0 0.20
H -0.8504 0.0421 -2.7784 -0.3 -0.6 0.4 0.18
H -0.3236 -0.5088 -0.2682 -0.2 0.0 0.0 0.37
H -2.8525 1.9794 -0.2817 0.6 0.7 0.3 0.23
H -2.5577 0.5350 -0.9878 0.5 -0.1 -0.4 0.21
H -2.2111 2.0428 -1.8970 0.0 -0.2 -0.2 0.20
H -0.6721 1.4271 0.6242 0.2 0.6 0.0 0.21
H -0.1539 3.6039 -0.3518 -0.2 0.0 0.0 0.23
H -0.2455 2.9786 -1.9995 0.1 0.0 -0.1 0.20
H 1.1474 2.6212 -0.9457 0.1 0.0 -0.1 0.21
H 3.5903 0.7447 -0.2684 -0.5 0.4 0.0 0.49
H 1.9944 0.3937 -0.4581 -0.3 0.7 -0.1 0.51
O 2.9131 0.0848 -0.4216 0.8 -0.9 -0.2 -1.00
H -0.2140 -3.1057 -0.7621 -0.2 0.3 0.0 0.49
H 0.5667 -3.5181 0.4462 0.1 0.2 0.3 0.50
O 0.0311 -2.7833 0.1143 0.2 -0.6 -0.5 -0.96
H 0.6806 -0.1664 3.0562 0.2 -0.3 0.2 0.49
H -0.3077 -1.0748 3.7620 0.0 0.0 0.0 0.48
O 0.3500 -0.3908 3.9386 -0.4 0.3 0.1 -0.97
H 1.2484 -1.4083 0.9932 -0.7 -0.4 0.3 0.46
H 2.4444 -0.6842 1.0887 0.1 0.1 1.0 0.49
O 1.7685 -1.0463 1.7171 0.7 0.1 -1.2 -0.98
H -2.4564 -2.5532 2.2990 -0.1 -0.1 -0.5 0.48
H -1.0471 -2.4433 1.5190 -0.7 -0.2 0.0 0.49
O -1.5210 -2.3736 2.3630 0.6 0.3 0.7 -0.99
```
Forces are in eV/Å.

The value obtained for the total energy is -16216.13589 eV. For the gap between HOMO and LUMO, the calculation gives 9.47 eV. For the relative energy (zero: lowest compared OMol25 entry of this formula, charge and spin), the calculation gives 0.0 kcal per mole. For the strongest force on any atom, the calculation gives 1.4 eV/A. The SMILES is CNC(C)C.O.O.O.O.O.


Molecular formula: C4H14N3
Method: DFT, ωB97M-V/def2-TZVPD

The geometry in XYZ format:
```
21
Properties=species:S:1:pos:R:3:forces:R:3:nbo_charge:R:1
C 2.1846 -1.6109 -0.2663 0.5 0.0 0.2 -0.42
N 1.6880 -0.8007 0.8529 0.2 -0.1 -0.3 -0.50
C 0.4760 -0.8697 1.3072 -0.8 0.5 -0.1 0.41
N -0.0691 -0.0583 2.1931 0.3 -0.1 -0.3 -0.70
H 3.2061 -1.9034 -0.0302 -0.1 -0.1 -0.1 0.24
H 2.2032 -1.0205 -1.1801 -0.2 0.0 0.0 0.23
H 1.5827 -2.5049 -0.3906 -0.1 0.0 0.0 0.23
H 2.2965 -0.0481 1.1460 -0.1 0.0 0.2 0.42
H -0.1890 -1.6127 0.8834 0.2 -0.2 0.1 0.22
H 0.3860 0.8046 2.4490 0.0 0.0 0.1 0.42
H -1.0734 -0.0562 2.2698 0.0 -0.1 0.2 0.44
C -2.3119 0.2903 -1.6438 0.4 0.0 -0.7 -0.63
C -0.9034 0.8729 -1.5465 -0.1 -0.4 0.5 -0.21
N -0.8514 1.9581 -0.5403 -0.1 0.2 -0.7 -0.86
H -2.9607 0.9239 -2.2493 -0.1 0.1 0.2 0.22
H -2.2395 -0.6594 -2.1780 -0.2 -0.1 0.1 0.22
H -2.7684 0.1366 -0.6689 0.0 0.0 0.1 0.20
H -0.2411 0.0564 -1.2185 0.1 0.2 0.0 0.14
H -0.5337 1.1651 -2.5332 -0.1 0.1 0.0 0.19
H -0.1513 2.6359 -0.8332 0.2 -0.1 0.2 0.36
H -1.7147 2.4842 -0.6715 0.0 0.0 0.3 0.36
```
Forces are in eV/Å.

The value obtained for the total energy is -8839.19237 eV. For the gap between HOMO and LUMO, the calculation gives 9.74 eV. Its net charge is +1. For the relative energy (zero: lowest compared OMol25 entry of this formula, charge and spin), the calculation gives 19.1 kcal per mole. For the strongest force on any atom, the calculation gives 1.0 eV/A.


Molecular formula: C5H9N3O2
Method: DFT, ωB97M-V/def2-TZVPD

The geometry in XYZ format:
```
19
Properties=species:S:1:pos:R:3:forces:R:3:nbo_charge:R:1
C 1.2339 1.1545 0.8526 0.6 0.3 -2.1 -0.51
C -1.0499 -1.5337 -0.2729 2.0 -0.8 -1.7 -0.25
C -1.9450 -0.3135 -0.5905 -0.6 1.4 2.1 -0.24
C 2.3766 0.9442 -0.0928 0.7 -2.0 1.8 -0.12
C 0.2094 0.2276 0.3623 -4.4 1.1 -0.6 0.48
N 0.1825 -1.0315 0.3671 0.8 -0.6 -0.1 -0.53
N -0.9746 0.7892 -0.1968 1.1 -4.5 -0.7 -0.63
N 3.1508 -0.1180 -0.0581 -2.8 0.1 2.1 0.41
O 2.7847 -1.1052 0.9449 -1.6 0.9 -1.4 -0.62
O 4.0623 -0.3733 -0.7766 1.9 -0.7 -1.0 -0.42
H 1.5642 0.9453 1.8511 -0.3 0.4 0.7 0.27
H 0.8274 2.1377 0.5509 0.5 -0.1 1.2 0.24
H -1.4567 -2.1559 0.4330 -1.5 -1.3 1.8 0.21
H -0.7056 -2.3464 -1.0299 -0.8 2.0 0.3 0.22
H -2.3647 -0.1654 -1.5959 0.6 -0.3 0.2 0.21
H -2.8837 -0.2525 0.1527 2.0 -0.4 -1.5 0.19
H 2.6642 1.5688 -0.8369 0.5 2.1 -2.0 0.21
H 1.7204 -1.1998 0.7377 1.9 -0.6 0.5 0.49
H -1.2777 1.6852 -0.1351 -0.7 3.0 0.4 0.39
```
Forces are in eV/Å.

The value obtained for the total energy is -13891.46145 eV. For the gap between HOMO and LUMO, the calculation gives 9.06 eV. For the relative energy (zero: lowest compared OMol25 entry of this formula, charge and spin), the calculation gives 118.1 kcal per mole. For the strongest force on any atom, the calculation gives 4.7 eV/A. The SMILES is [O-]/[N+](O)=C/CC1=NCCN1.


Molecular formula: C18H37BBr2IN3O5P
Method: DFT, ωB97M-V/def2-TZVPD

The geometry in XYZ format:
```
68
Properties=species:S:1:pos:R:3:forces:R:3:nbo_charge:R:1
C 4.0483 -1.4766 0.1228 -0.5 -0.8 -1.0 -0.60
C 2.8983 -2.5449 -0.1619 0.0 0.7 -0.7 -0.81
B 1.4221 -1.8971 0.0727 1.8 -1.6 1.0 1.09
O 0.8807 -2.1270 1.3212 -0.3 1.3 -1.0 -0.91
C 0.8521 -1.0451 -1.1757 -0.8 -1.1 -0.4 -0.32
O 1.6091 0.1713 -1.1380 -0.3 -0.1 -0.1 -0.52
C 1.0295 1.4255 -0.9360 0.2 1.5 -0.1 0.08
C 2.0601 2.5031 -1.5114 0.4 -0.9 -0.8 -0.23
N 3.4513 2.0172 -1.3424 -0.6 1.4 0.2 -0.61
C 3.9763 2.3206 0.0226 -0.3 -0.3 -0.4 -0.43
C -0.3199 1.5313 -1.7397 0.1 1.9 1.3 -0.29
N -0.7373 0.2476 -2.4319 0.5 1.2 1.1 -0.76
P -2.0917 0.6113 -3.4738 -2.8 0.8 -6.8 2.42
O -1.9111 -0.1639 -4.7404 0.1 0.4 2.6 -1.05
O -3.5897 0.5535 -2.8230 2.3 0.2 0.4 -0.97
O -2.0247 2.1812 -4.0512 0.5 -1.7 2.7 -0.92
C -0.7202 -0.9865 -1.4804 1.1 -0.9 0.3 0.28
C -0.9874 -2.2462 -2.4255 0.2 -0.6 -0.1 -0.38
I -3.0602 -2.7616 -2.8874 0.2 0.3 -0.2 0.18
C -0.3876 -3.6296 -1.9833 0.7 -1.3 -0.3 -0.48
C 0.9879 -4.0318 -2.7030 -0.1 0.3 1.2 -0.62
C -1.7111 -0.8109 -0.2843 -1.2 0.1 0.5 -0.38
Br -1.1657 0.3261 1.2355 0.5 1.2 -1.3 0.07
C -2.3634 -2.1046 0.4197 -2.0 0.7 0.1 -0.26
C -3.9575 -1.9481 0.3589 0.6 0.4 0.7 -0.64
Br -2.1095 -2.1688 2.4127 0.0 -1.6 -0.8 0.04
H 3.8996 -0.9664 1.0975 0.4 -0.3 -0.6 0.20
H 5.0201 -2.0090 0.0322 -0.5 0.5 0.5 0.23
H 4.0123 -0.7562 -0.7312 0.0 -0.2 1.0 0.23
H 3.0340 -2.8345 -1.2377 -0.1 0.2 0.9 0.22
H 3.0227 -3.4872 0.4216 0.0 0.8 -0.1 0.23
H 1.5349 -2.1704 2.0342 -0.1 -0.5 -0.3 0.52
H 1.2717 -1.5482 -2.0955 -0.4 0.4 0.9 0.22
H 0.9304 1.7266 0.1392 -0.4 -0.8 -0.8 0.21
H 1.9029 3.5094 -1.0504 -0.2 -0.7 -0.1 0.19
H 1.9283 2.6361 -2.6187 -0.1 -0.3 0.8 0.19
H 3.9813 2.5582 -2.0277 0.0 -0.3 0.3 0.37
H 3.3043 3.0580 0.5329 0.7 -0.5 -0.2 0.18
H 4.9903 2.7571 -0.0894 -0.6 -0.4 0.4 0.22
H 3.9900 1.3611 0.5919 0.2 0.9 -0.2 0.20
H -0.1333 2.3618 -2.4622 -0.4 -1.1 0.0 0.26
H -1.1924 1.8642 -1.1242 0.8 -0.5 -0.2 0.24
H 0.0379 0.0471 -3.0952 -0.6 -0.1 -0.1 0.49
H -4.1867 0.3852 -3.5827 0.2 -0.1 0.3 0.55
H -2.2279 2.8129 -3.3343 -0.1 0.1 -0.5 0.50
H -0.5238 -2.0167 -3.4196 -0.6 0.0 0.8 0.25
H -1.0383 -4.4855 -2.2916 0.1 1.2 0.3 0.26
H -0.3278 -3.7863 -0.8737 0.2 0.6 -0.9 0.23
H 0.8881 -4.9600 -3.3014 -0.1 0.7 0.3 0.24
H 1.3704 -3.2080 -3.3465 -0.1 -0.7 0.4 0.20
H 1.7010 -4.2492 -1.8710 -0.2 0.2 -1.1 0.23
H -2.5967 -0.2397 -0.6708 0.8 -0.6 0.2 0.25
H -2.1427 -3.0764 -0.0536 0.5 0.7 0.6 0.24
H -4.3852 -2.9587 0.5238 0.0 0.7 -0.4 0.24
H -4.3027 -1.4422 -0.5661 0.2 -0.7 0.4 0.21
H -4.2875 -1.3048 1.2117 0.3 -0.5 -0.7 0.23
C -1.6931 3.0483 6.7252 0.0 0.0 0.0 -0.61
C -2.0380 3.3451 5.2700 -0.1 0.1 0.3 -0.38
C -1.0926 2.6558 4.2818 0.4 0.4 0.2 -0.51
C 0.3023 3.1189 4.4948 0.2 -0.1 -0.2 0.28
N 1.3856 3.4800 4.6603 -0.7 -0.2 -0.1 -0.33
H -0.7006 3.4204 6.9867 0.0 0.0 0.0 0.22
H -2.4075 3.5342 7.3911 0.0 -0.1 0.0 0.22
H -1.7207 1.9739 6.9238 0.0 0.0 0.0 0.20
H -2.0124 4.4261 5.1115 0.0 -0.1 -0.1 0.21
H -3.0606 3.0153 5.0712 0.1 0.0 -0.1 0.21
H -1.3872 2.8868 3.2557 0.1 0.0 0.0 0.24
H -1.1294 1.5710 4.4092 0.1 0.0 0.0 0.24
```
Forces are in eV/Å.

The value obtained for the total energy is -192117.42369 eV. For the gap between HOMO and LUMO, the calculation gives 8.72 eV. Its net charge is +1. For the strongest force on any atom, the calculation gives 7.4 eV/A.